Record 1
4 unconnected molecules or ions with the total composition C24H58BF4N3O2, computed with ωB97M-V/def2-TZVPD.

Total charge: +3
HOMO level (spin up / spin down) in eV: -16.432 / -16.432
Frontier orbital gap (spin up / spin down) in eV: 9.181 / 2.563
Multiplicity: 2

Last columns: bonded neighbours and bond lengths (Å).
Positions of all 92 atoms, in Å:
1 C 0.21522 -7.70834 -1.39596  C2 1.592, H11 1.090, H12 1.090, H13 1.090
2 C 0.20737 -6.56118 -2.49999  C1 1.592, N3 1.516, H14 1.090, H15 1.090
3 N -0.07820 -5.18309 -1.93598  C2 1.516, C4 1.574, C5 1.582, C7 1.502
4 C 0.49365 -4.79786 -0.52143  N3 1.574, H16 1.090, H17 1.090, H18 1.090
5 C 0.67034 -4.21650 -2.94078  N3 1.582, C6 1.507, H19 1.090, H20 1.090
6 C 0.19326 -4.24945 -4.37037  C5 1.507, H21 1.090, H22 1.090, H23 1.090
7 C -1.57105 -5.02151 -1.94315  N3 1.502, C8 1.540, H24 1.090, H25 1.090
8 C -2.10692 -3.74604 -1.26659  C7 1.540, O9 1.361, H26 1.090, H27 1.090
9 O -1.77422 -2.66474 -2.02377  C8 1.361, C10 1.461
10 C -2.02009 -1.39064 -1.35180  O9 1.461, H28 1.090, H29 1.090, H30 1.090
11 H 1.15735 -7.65452 -0.85042  C1 1.090
12 H 0.48818 -8.67222 -1.82553  C1 1.090
13 H -0.61067 -7.86403 -0.70186  C1 1.090
14 H -0.53369 -6.70751 -3.28581  C2 1.090
15 H 1.21006 -6.59819 -2.92585  C2 1.090
16 H 1.53039 -5.13006 -0.57534  C4 1.090
17 H -0.15162 -5.25686 0.22761  C4 1.090
18 H 0.36952 -3.72034 -0.41353  C4 1.090
19 H 1.71991 -4.46475 -2.78310  C5 1.090
20 H 0.47461 -3.24631 -2.48413  C5 1.090
21 H 0.63252 -3.53047 -5.06190  C6 1.090
22 H -0.84365 -3.91362 -4.35860  C6 1.090
23 H 0.23238 -5.20776 -4.88827  C6 1.090
24 H -1.99441 -5.77261 -1.27628  C7 1.090
25 H -2.07309 -5.22071 -2.88992  C7 1.090
26 H -1.72447 -3.56686 -0.26174  C8 1.090
27 H -3.19428 -3.79161 -1.32714  C8 1.090
28 H -1.90319 -0.55670 -2.04388  C10 1.090
29 H -1.30731 -1.25616 -0.53819  C10 1.090
30 H -2.99045 -1.33532 -0.85840  C10 1.090
31 C 0.21871 2.26177 -2.23375  C32 1.568, H41 1.090, H42 1.090, H43 1.090
32 C -0.12030 3.78623 -2.36964  C31 1.568, N33 1.556, H44 1.090, H45 1.090
33 N -0.07570 4.62395 -1.05963  C32 1.556, C34 1.588, C35 1.583, C37 1.569
34 C 1.04907 3.98841 -0.13648  N33 1.588, H46 1.090, H47 1.090, H48 1.090
35 C 0.45425 6.06775 -1.43412  N33 1.583, C36 1.514, H49 1.090, H50 1.090
36 C -0.28560 6.87692 -2.47879  C35 1.514, H51 1.090, H52 1.090, H53 1.090
37 C -1.47125 4.65645 -0.34334  N33 1.569, C38 1.604, H54 1.090, H55 1.090
38 C -1.50702 5.12154 1.19182  C37 1.604, O39 1.429, H56 1.090, H57 1.090
39 O -1.09793 6.48191 1.35019  C38 1.429, C40 1.452
40 C -2.07473 7.55552 1.30524  O39 1.452, H58 1.090, H59 1.090, H60 1.090
41 H 1.14195 1.88705 -1.79183  C31 1.090
42 H 0.30296 1.87259 -3.24841  C31 1.090
43 H -0.60960 1.72052 -1.77653  C31 1.090
44 H -1.06608 4.07194 -2.83005  C32 1.090
45 H 0.57750 4.27704 -3.04809  C32 1.090
46 H 1.19583 4.70591 0.67084  C34 1.090
47 H 1.98996 3.80494 -0.65529  C34 1.090
48 H 0.65727 2.98700 0.04173  C34 1.090
49 H 1.50212 5.89975 -1.68281  C35 1.090
50 H 0.52171 6.56376 -0.46586  C35 1.090
51 H -0.10618 6.64902 -3.52950  C36 1.090
52 H 0.10615 7.89260 -2.42373  C36 1.090
53 H -1.37294 6.85765 -2.40523  C36 1.090
54 H -1.85635 3.64855 -0.49804  C37 1.090
55 H -2.10986 5.27595 -0.97301  C37 1.090
56 H -0.85923 4.71839 1.97024  C38 1.090
57 H -2.49728 4.98968 1.62782  C38 1.090
58 H -2.31960 7.94690 0.31784  C40 1.090
59 H -1.70245 8.31269 1.99531  C40 1.090
60 H -2.99067 7.20563 1.78141  C40 1.090
61 C 3.05977 1.93351 1.64071  C62 1.547, H70 1.090, H71 1.090, H72 1.090
62 C 2.52753 0.97847 2.73522  C61 1.547, C63 1.594, H73 1.090, H74 1.090
63 C 0.94158 0.82210 2.74045  C62 1.594, N64 1.550, H75 1.090, H76 1.090
64 N 0.44072 -0.37608 3.58676  C63 1.550, C65 1.540, C66 1.540, C69 1.521
65 C 0.85152 -0.22661 5.06309  N64 1.540, H77 1.090, H78 1.090, H79 1.090
66 C 0.85187 -1.75784 3.04425  N64 1.540, C67 1.506, H80 1.090, H81 1.090
67 C -0.14425 -2.77391 3.53617  C66 1.506, C68 1.566, H82 1.090, H83 1.090
68 C -1.49103 -1.98656 3.39586  C67 1.566, C69 1.497, H84 1.090, H85 1.090
69 C -1.06710 -0.56918 3.62474  N64 1.521, C68 1.497, H86 1.090, H87 1.090
70 H 4.11567 1.74191 1.44972  C61 1.090
71 H 2.93483 2.94749 2.02062  C61 1.090
72 H 2.39801 1.82299 0.78166  C61 1.090
73 H 2.87609 1.44464 3.65679  C62 1.090
74 H 3.00218 0.00209 2.63778  C62 1.090
75 H 0.61295 0.72649 1.70558  C63 1.090
76 H 0.45928 1.64185 3.27290  C63 1.090
77 H 0.26516 -0.98388 5.58350  C65 1.090
78 H 0.62707 0.82189 5.25895  C65 1.090
79 H 1.91484 -0.45870 5.12297  C65 1.090
80 H 1.88819 -1.87821 3.35993  C66 1.090
81 H 0.89298 -1.74915 1.95506  C66 1.090
82 H -0.00360 -3.09218 4.56914  C67 1.090
83 H -0.05364 -3.66903 2.92083  C67 1.090
84 H -2.11009 -2.42250 4.17997  C68 1.090
85 H -1.95128 -2.18875 2.42870  C68 1.090
86 H -1.62665 -0.21589 4.49088  C69 1.090
87 H -1.47266 -0.00062 2.78787  C69 1.090
88 B 1.76049 -0.85550 -1.02139  F89 1.387, F90 1.380, F91 1.407, F92 1.387
89 F 0.79018 -0.28781 -0.20962  B88 1.387
90 F 2.87053 -0.04938 -0.86998  B88 1.380
91 F 2.15481 -2.13676 -0.59378  B88 1.407
92 F 1.37154 -0.90724 -2.35168  B88 1.387

Record 2
8 unconnected molecules or ions with the total composition C24H58BNO11P2, computed with ωB97M-V/def2-TZVPD.

Total charge: 0
HOMO level in eV: -7.799
SMILES string: CN(C)B(O)P(CC(=O)c1ccccc1)#P(O)O.CCO.CCO.CCO.CCO.CCO.CCO.CCO
Frontier orbital gap in eV: 7.726

Last columns: bonded neighbours and bond lengths (Å).
Positions of all 97 atoms, in Å:
1 C 6.13971 -5.82365 2.02506  N2 1.512, H19 1.123, H20 1.126, H21 1.118
2 N 5.53510 -5.25750 0.75972  C1 1.512, C3 1.501, B4 1.474
3 C 6.72410 -4.91557 -0.09048  N2 1.501, H22 1.129, H23 1.129, H24 1.116
4 B 4.79844 -4.04893 1.17201  N2 1.474, O5 1.430, P6 1.944
5 O 4.72867 -3.71051 2.55950  B4 1.430, H25 0.977
6 P 3.82998 -2.84949 -0.01173  B4 1.944, C7 1.897, P16 2.185
7 C 2.53506 -3.87269 -0.94770  P6 1.897, C8 1.595, H26 1.124, H27 1.127
8 C 1.21250 -2.98071 -0.93486  C7 1.595, O9 1.228, C10 1.548
9 O 1.32931 -1.80147 -1.25759  C8 1.228
10 C -0.18150 -3.49840 -0.50590  C8 1.548, C11 1.454, C15 1.465
11 C -1.12670 -4.01554 -1.48206  C10 1.454, C12 1.467, H28 1.111
12 C -2.45406 -4.45554 -1.03993  C11 1.467, C13 1.469, H29 1.117
13 C -2.81556 -4.38117 0.38196  C12 1.469, C14 1.467, H30 1.118
14 C -1.85780 -3.85361 1.35925  C13 1.467, C15 1.455, H31 1.117
15 C -0.54315 -3.41849 0.91110  C10 1.465, C14 1.455, H32 1.119
16 P 5.11668 -1.97445 -1.54610  P6 2.185, O17 1.695, O18 1.708
17 O 6.28036 -0.93934 -0.87753  P16 1.695, H33 0.977
18 O 5.80572 -3.13958 -2.58832  P16 1.708, H34 0.982
19 H 6.86604 -5.10205 2.48699  C1 1.123
20 H 6.73970 -6.73549 1.74689  C1 1.126
21 H 5.36202 -6.17041 2.74991  C1 1.118
22 H 6.90890 -3.80176 -0.10259  C3 1.129
23 H 6.47028 -5.20550 -1.15141  C3 1.129
24 H 7.63323 -5.48970 0.20781  C3 1.116
25 H 4.95075 -2.76526 2.66566  O5 0.977
26 H 2.38275 -4.87964 -0.47187  C7 1.124
27 H 2.90381 -4.00557 -2.00433  C7 1.127
28 H -0.80708 -4.06035 -2.54532  C11 1.111
29 H -3.17687 -4.82395 -1.80829  C12 1.117
30 H -3.84479 -4.70373 0.67728  C13 1.118
31 H -2.16762 -3.80089 2.43099  C14 1.117
32 H 0.14646 -2.99803 1.68500  C15 1.119
33 H 6.54893 -1.31014 -0.01420  O17 0.977
34 H 6.75094 -2.88781 -2.67389  O18 0.982
35 C -1.27463 0.90291 0.61512  C36 1.518, H38 1.092, H39 1.093, H40 1.095
36 C -0.01817 1.69541 0.92552  C35 1.518, O37 1.424, H41 1.090, H42 1.096
37 O 1.04185 0.81627 1.28653  C36 1.424, H43 0.971
38 H -1.57406 0.30660 1.47980  C35 1.092
39 H -2.09863 1.56711 0.34213  C35 1.093
40 H -1.09704 0.20501 -0.20912  C35 1.095
41 H -0.19171 2.37413 1.76079  C36 1.090
42 H 0.29456 2.28769 0.05843  C36 1.096
43 H 1.20024 0.21996 0.53730  O37 0.971
44 C 0.37968 4.79515 5.12025  C45 1.516, H47 1.092, H48 1.092, H49 1.093
45 C 0.48257 4.56726 3.62454  C44 1.516, O46 1.426, H50 1.092, H51 1.091
46 O -0.81843 4.48557 3.04616  C45 1.426, H52 0.965
47 H -0.17876 3.98417 5.59341  C44 1.092
48 H 1.37046 4.85377 5.57588  C44 1.092
49 H -0.15991 5.72203 5.33342  C44 1.093
50 H 1.00311 3.63049 3.41602  C45 1.092
51 H 1.03039 5.38023 3.14523  C45 1.091
52 H -1.26959 5.31947 3.22506  O46 0.965
53 C -4.62332 0.69637 -2.03962  C54 1.516, H56 1.092, H57 1.090, H58 1.094
54 C -4.79030 -0.36411 -0.96934  C53 1.516, O55 1.424, H59 1.091, H60 1.096
55 O -3.95093 -1.48163 -1.23998  C54 1.424, H61 0.965
56 H -4.86839 0.28968 -3.02276  C53 1.092
57 H -5.26757 1.55323 -1.84232  C53 1.090
58 H -3.58564 1.04015 -2.08548  C53 1.094
59 H -5.82137 -0.71885 -0.94212  C54 1.091
60 H -4.53541 0.03627 0.01821  C54 1.096
61 H -3.03892 -1.16568 -1.25395  O55 0.965
62 C -3.74360 6.98286 0.60178  C63 1.517, H65 1.092, H66 1.092, H67 1.093
63 C -2.48253 7.76570 0.91399  C62 1.517, O64 1.424, H68 1.091, H69 1.095
64 O -1.42444 6.88200 1.27230  C63 1.424, H70 0.965
65 H -4.04600 6.38511 1.46408  C62 1.092
66 H -4.56293 7.65268 0.33235  C62 1.092
67 H -3.57245 6.28793 -0.22472  C62 1.093
68 H -2.65075 8.44237 1.75263  C63 1.091
69 H -2.16875 8.35910 0.04896  C63 1.095
70 H -1.27153 6.29056 0.52581  O64 0.965
71 C -9.15914 2.68182 -2.37278  C72 1.517, H74 1.092, H75 1.092, H76 1.093
72 C -7.81370 1.99071 -2.25955  C71 1.517, O73 1.423, H77 1.091, H78 1.095
73 O -7.93173 0.61412 -2.60174  C72 1.423, H79 0.964
74 H -9.88965 2.20622 -1.71533  C71 1.092
75 H -9.08000 3.73789 -2.10634  C71 1.092
76 H -9.54833 2.60548 -3.39171  C71 1.093
77 H -7.43901 2.05153 -1.23701  C72 1.091
78 H -7.07914 2.45663 -2.92455  C72 1.095
79 H -8.25401 0.56562 -3.50927  O73 0.964
80 C 4.94791 7.11489 1.69441  C81 1.517, H83 1.092, H84 1.092, H85 1.093
81 C 4.02167 6.14449 2.40208  C80 1.517, O82 1.424, H86 1.091, H87 1.095
82 O 2.81377 6.79613 2.78233  C81 1.424, H88 0.965
83 H 5.18121 7.96223 2.34239  C80 1.092
84 H 5.88009 6.62526 1.40494  C80 1.092
85 H 4.47131 7.51976 0.79750  C80 1.093
86 H 4.49198 5.75903 3.30744  C81 1.091
87 H 3.77592 5.29760 1.75297  C81 1.095
88 H 2.39556 7.12729 1.97827  O82 0.965
89 C 1.25744 -7.87148 -3.86840  C90 1.516, H92 1.092, H93 1.092, H94 1.093
90 C 0.24938 -6.76677 -4.11913  C89 1.516, O91 1.425, H95 1.091, H96 1.095
91 O 0.82777 -5.49376 -3.84581  C90 1.425, H97 0.965
92 H 1.60410 -7.84484 -2.83327  C89 1.092
93 H 0.82082 -8.85198 -4.06879  C89 1.092
94 H 2.13784 -7.74308 -4.50408  C89 1.093
95 H -0.61773 -6.88595 -3.46811  C90 1.091
96 H -0.09417 -6.78181 -5.15845  C90 1.095
97 H 1.58843 -5.38713 -4.42940  O91 0.965

Q: The highest total charge belongs to which entry?
A: C24H58BF4N3O2

Q: Among the records above, which one has the highest total charge?
A: C24H58BF4N3O2